{"formula": "C4H6OS", "method": "ωB97M-V with the def2-TZVPD basis set", "symbols": ["C", "C", "C", "C", "H", "H", "H", "H", "H", "H", "O", "S"], "coordinates": [[0.573, 1.324, 0.561], [-0.792, -0.511, -0.359], [-0.734, -1.970, 0.102], [0.232, -0.902, 0.630], [-0.105, 2.152, 0.945], [1.662, 1.622, 0.585], [-1.626, -0.082, 0.208], [-0.289, -2.775, -0.476], [-1.622, -2.324, 0.622], [1.210, -1.083, 0.185], [0.354, 0.238, 1.474], [0.141, 0.809, -1.217]], "atomic_forces_ev_per_a": [[0.28, 1.18, 0.67], [0.01, 0.09, -0.56], [-0.06, 0.26, 0.46], [0.34, 0.12, -0.54], [1.00, -0.80, -0.77], [-1.16, -0.14, -0.08], [0.26, 0.11, -0.44], [0.39, 0.26, 0.17], [0.00, 0.40, -0.10], [-0.17, -0.18, -0.02], [-0.05, -0.78, 0.51], [-0.84, -0.52, 0.70]], "lumo_ev": 0.9, "relative_energy_kj_mol": 405.7, "multiplicity": 1, "molar_mass_g_mol": 102.158, "smiles": "C1O[C@H]2C[C@@H]2S1", "homo_lumo_gap_ev": 9.6}